<i>
# C4H13NO2

3 unconnected molecules or ions with the total composition C4H13NO2 (the ωB97M-V functional and the def2-TZVPD basis, OMol25).

Its SMILES is C/C=C/NC.O.O. The value obtained for the LUMO energy is 0.029 Ha. The HOMO energy is -8.1 eV.

XYZ file:
```
20
Properties=species:S:1:pos:R:3:lowdin_charge:R:1
C -0.909 -2.718 0.618 -0.108
C 0.117 -1.617 0.758 -0.174
C 0.805 -1.057 -0.238 -0.168
N 1.325 0.271 0.002 -0.125
C 2.218 0.700 -1.078 -0.142
H -0.771 -3.282 -0.294 0.068
H -0.709 -3.391 1.473 0.070
H -1.920 -2.323 0.796 0.067
H 0.458 -1.365 1.763 0.105
H 0.694 -1.089 -1.316 0.109
H 1.779 0.224 0.910 0.109
H 2.836 -0.133 -1.442 0.075
H 1.578 0.839 -1.957 0.068
H 2.706 1.653 -0.865 0.083
H -0.878 3.625 -0.138 0.031
H 0.071 2.599 -0.686 0.018
O -0.204 3.009 0.146 -0.061
H -2.857 -0.209 -0.483 0.026
H -1.856 0.741 0.186 0.012
O -2.802 0.566 0.086 -0.063
```

---

<ii>
# C4H13NO2

3 unconnected molecules or ions with the total composition C4H13NO2 (the ωB97M-V functional and the def2-TZVPD basis, OMol25).

Its SMILES is C=C(C)NC.O.O. The value obtained for the LUMO energy is 0.025 Ha. The HOMO energy is -8.5 eV.

XYZ file:
```
20
Properties=species:S:1:pos:R:3:lowdin_charge:R:1
C -0.666 1.755 0.323 -0.058
C -0.594 0.290 0.617 -0.478
C -1.660 -0.523 0.585 0.030
C 1.661 0.477 1.570 -0.099
N 0.679 -0.254 0.779 -0.062
H -0.690 2.380 1.218 0.087
H -1.648 1.945 -0.121 0.082
H 0.090 2.101 -0.372 0.080
H -2.553 -0.143 0.127 0.050
H -1.609 -1.549 0.916 0.056
H 2.478 -0.156 1.933 0.082
H 1.274 0.880 2.506 0.084
H 2.154 1.199 0.917 0.081
H 0.813 -1.245 0.718 0.115
H 0.277 0.118 -1.493 0.001
H -0.922 0.441 -2.428 0.048
O -0.064 0.005 -2.393 -0.055
H 0.802 -2.047 -2.138 0.004
H -0.290 -2.751 -1.348 0.016
O 0.467 -2.922 -1.916 -0.064
```

---

Stability ranking, top and bottom: <ii> is the most stable and <i> is the least stable.

---

<i>
# C4H11N2

A gas-phase ion, C4H11N2 (charge +1) (the ωB97M-V functional and the def2-TZVPD basis, OMol25).

As for the net charge: +1. Its SMILES is N/C=C\CC[NH3+]. The value obtained for the LUMO energy is -0.143 Ha. The HOMO energy is -12.4 eV.

XYZ file:
```
17
Properties=species:S:1:pos:R:3:lowdin_charge:R:1
C 0.392 1.358 -0.882 -0.142
C 0.802 1.173 0.581 -0.160
C 0.362 -0.130 1.222 -0.123
C -0.797 -0.830 1.313 -0.137
N -1.441 -1.516 0.208 0.012
N 0.312 0.014 -1.538 0.166
H -0.628 1.740 -0.958 0.133
H 1.030 2.081 -1.378 0.130
H 1.892 1.096 0.559 0.115
H 0.556 1.992 1.248 0.130
H 1.205 -0.653 1.684 0.117
H -1.142 -1.183 2.288 0.113
H -0.854 -2.339 0.154 0.103
H -0.428 -0.583 -1.090 0.101
H -2.412 -1.744 0.375 0.097
H 1.141 -0.517 -1.273 0.168
H 0.008 0.041 -2.512 0.176
```

---

<ii>
# C4H11N2

A gas-phase ion, C4H11N2 (charge +1) (the ωB97M-V functional and the def2-TZVPD basis, OMol25).

As for the net charge: +1. Its SMILES is N/C=C/CC[NH3+]. The value obtained for the LUMO energy is -0.129 Ha. The HOMO energy is -11.7 eV.

XYZ file:
```
17
Properties=species:S:1:pos:R:3:lowdin_charge:R:1
C -1.066 -1.399 -0.571 -0.150
C -0.102 -0.888 0.479 -0.228
C 0.715 0.312 0.013 -0.133
C 1.451 0.936 0.948 -0.213
N 2.388 1.908 0.885 0.094
N -1.886 -0.249 -1.101 0.194
H -1.763 -2.137 -0.180 0.133
H -0.548 -1.916 -1.356 0.129
H -0.619 -0.720 1.434 0.121
H 0.507 -1.752 0.759 0.123
H 0.781 0.320 -1.072 0.095
H 1.120 0.758 1.964 0.126
H 2.796 2.145 0.009 0.097
H 2.503 2.577 1.620 0.103
H -1.933 0.531 -0.469 0.157
H -1.536 0.169 -1.973 0.174
H -2.807 -0.595 -1.389 0.176
```

---

<iii>
# C4H11N2

2 unconnected molecules or ions with the total composition C4H11N2 (the ωB97M-V functional and the def2-TZVPD basis, OMol25).

As for the net charge: +1. The value obtained for the LUMO energy is -0.115 Ha. The HOMO energy is -15.0 eV.

XYZ file:
```
17
Properties=species:S:1:pos:R:3:lowdin_charge:R:1
C -1.039 0.089 0.170 -0.323
C -1.784 -0.244 -1.047 -0.029
C 1.018 -0.326 1.616 0.010
C 1.282 -0.029 -0.843 0.031
N -0.389 1.310 0.475 0.121
N 0.374 0.111 0.334 -0.280
H -1.722 -0.187 1.531 0.284
H -1.342 0.181 -1.861 0.048
H -2.873 0.106 -1.096 0.143
H -1.720 -1.295 -1.213 0.090
H 0.536 -0.087 2.528 0.078
H 1.383 -1.446 1.619 0.153
H 2.014 0.239 1.697 0.129
H 2.300 -0.397 -0.556 0.117
H 0.798 -0.860 -1.537 0.150
H 1.434 0.791 -1.506 0.090
H -0.271 2.044 -0.310 0.188
```

---

<iv>
# C4H11N2

A gas-phase ion, C4H11N2 (charge +1) (the ωB97M-V functional and the def2-TZVPD basis, OMol25).

As for the net charge: +1. Its SMILES is CC/C(N)=C/[NH3+]. The value obtained for the LUMO energy is -0.136 Ha. The HOMO energy is -13.5 eV.

XYZ file:
```
17
Properties=species:S:1:pos:R:3:lowdin_charge:R:1
C 1.208 1.221 -1.482 -0.084
C 0.078 1.405 -0.493 -0.173
C -0.174 0.162 0.350 -0.328
C -0.662 -0.947 -0.206 -0.055
N -1.089 -2.090 0.664 0.197
N 0.118 0.314 1.691 0.132
H 1.207 2.003 -2.254 0.088
H 1.129 0.340 -2.097 0.072
H 2.191 1.395 -1.045 0.085
H -0.859 1.679 -0.967 0.126
H 0.354 2.152 0.241 0.110
H -1.103 -1.037 -1.180 0.126
H -0.604 -2.980 0.519 0.174
H -0.904 -1.851 1.637 0.144
H -2.083 -2.274 0.524 0.174
H 0.848 1.001 1.840 0.115
H 0.343 -0.492 2.257 0.097
```

---

Stability ranking, top and bottom: <iv> is the most stable and <iii> is the least stable.